Arrangement w

The following is a quantum chemistry calculation of one molecule with the formula C17H15N3O3S, from the OMol25 dataset.

Geometry as ORCA input:
```
! RIJCOSX wB97M-V def2-TZVPD def2/J DEFGRID3
* xyz 0 1
C -0.676 4.644 -2.066
O -0.606 3.995 -0.806
C -0.553 4.785 0.265
O -0.553 5.986 0.222
C -0.465 3.984 1.541
S -1.509 2.499 1.496
C -0.298 1.272 1.156
C -0.747 -0.049 0.948
C 0.181 -1.027 0.709
C -0.256 -2.440 0.533
O 0.269 -3.368 1.128
C -1.351 -2.608 -0.411
N -1.824 -1.632 -1.172
C -2.792 -2.170 -1.924
C -2.923 -3.509 -1.627
N -2.005 -3.783 -0.673
C -1.809 -5.072 -0.067
C 1.564 -0.680 0.682
C 2.604 -1.596 0.443
C 3.908 -1.179 0.426
C 4.230 0.169 0.635
C 3.244 1.089 0.864
C 1.894 0.688 0.892
N 0.956 1.626 1.129
H 0.225 5.237 -2.237
H -0.763 3.855 -2.809
H -1.545 5.305 -2.103
H 0.554 3.599 1.660
H -0.755 4.601 2.389
H -1.803 -0.260 0.992
H -3.338 -1.581 -2.633
H -3.583 -4.258 -2.015
H -1.022 -5.000 0.680
H -2.734 -5.407 0.406
H -1.518 -5.800 -0.827
H 2.364 -2.637 0.289
H 4.700 -1.891 0.248
H 5.265 0.477 0.615
H 3.468 2.132 1.024
*
```

Its LUMO energy is -0.42 eV. Its SMILES is COC(=O)CSc1cc(C(=O)c2nccn2C)c2ccccc2n1. Its orbital gap is 7.80 eV.

Arrangement x

The following is a quantum chemistry calculation of one molecule with the formula C17H15N3O3S, from the OMol25 dataset.

Geometry as ORCA input:
```
! RIJCOSX wB97M-V def2-TZVPD def2/J DEFGRID3
* xyz 0 1
C -3.583 1.163 1.254
O -2.752 0.166 0.711
C -1.686 -0.275 1.461
C -1.345 0.204 2.713
C -0.231 -0.300 3.370
C 0.541 -1.280 2.782
C 0.209 -1.773 1.530
C -0.898 -1.277 0.863
N -1.284 -1.684 -0.422
C -0.665 -2.563 -1.248
O 0.283 -3.253 -0.959
C -1.303 -2.600 -2.640
S -0.013 -2.706 -3.934
C 1.050 -1.472 -3.368
N 2.254 -1.230 -3.784
N 2.715 -0.208 -3.047
C 1.782 0.137 -2.214
C 1.842 1.154 -1.193
C 3.051 1.806 -0.949
C 3.126 2.756 0.050
C 2.008 3.059 0.812
C 0.805 2.418 0.566
C 0.715 1.471 -0.436
O 0.666 -0.631 -2.381
H -3.030 2.089 1.437
H -4.055 0.829 2.182
H -4.352 1.346 0.504
H -1.937 0.970 3.189
H 0.024 0.085 4.345
H 1.408 -1.670 3.292
H 0.807 -2.537 1.063
H -2.093 -1.181 -0.761
H -1.884 -3.514 -2.756
H -1.932 -1.733 -2.839
H 3.908 1.547 -1.550
H 4.061 3.260 0.241
H 2.074 3.797 1.598
H -0.066 2.655 1.158
H -0.221 0.976 -0.640
*
```

Its LUMO energy is 0.35 eV. Its SMILES is COc1ccccc1NC(=O)CSc1nnc(-c2ccccc2)o1. Its orbital gap is 8.68 eV.

Sorted by energy, starting with the most stable: arrangement w, arrangement x.